The following is a quantum chemistry calculation of a 2-piece molecular cluster, C3H3F3O4 overall, from OMol25.

The geometry in XYZ format:
```
13
Properties=species:S:1:pos:R:3
F 2.50909 1.35089 -0.38873
F 3.09410 -0.32665 0.65920
C 0.84087 -0.26421 -0.61866
O -3.36760 -0.90143 0.59788
O -2.18414 -0.10315 -1.10520
O 1.39583 0.77916 1.39589
C 1.94657 0.34130 0.21893
H 0.40827 -2.17452 -1.00777
C -2.88164 -0.03417 -0.00407
F -2.99774 1.23691 0.32997
O 1.08208 -1.56174 -0.67645
H -1.92589 0.75891 -1.52074
H 2.08021 0.89870 2.11974
```

Calculated values
Relative energy (zero: lowest compared OMol25 entry of this formula, charge and spin) = 0.592 eV
Gap between HOMO and LUMO = 9.65 eV

Results of the Löwdin charge analysis, in e, for atoms 1 through 6: 0.134 0.050 0.108 0.198 0.134 0.071

=====

The following is a quantum chemistry calculation of a 2-piece molecular cluster, C3H3F3S overall, from OMol25.

The geometry in XYZ format:
```
10
Properties=species:S:1:pos:R:3
F 1.83280 0.47314 -1.41377
C -0.20710 -0.89753 -0.13934
C -1.35935 -0.03152 0.17168
C 1.36199 0.49751 -0.13430
H -1.45445 -0.18291 1.18515
S 0.15748 -2.39001 -0.30316
F 2.27557 0.27184 0.81119
H -1.15937 1.04965 -0.05649
H -2.15559 -0.41822 -0.26549
F 0.70802 1.62804 0.14452
```

Calculated values
Relative energy (zero: lowest compared OMol25 entry of this formula, charge and spin) = 2.125 eV
Gap between HOMO and LUMO = 8.40 eV

Results of the Löwdin charge analysis, in e, for atoms 1 through 6: 0.092 -0.699 -0.109 -0.499 0.073 0.796